The following is a DFT calculation (wB97M-V/def2-TZVPD) of a 2-piece molecular cluster, C4H7N3O2 overall.

The geometry in XYZ format:
```
16
Properties=species:S:1:pos:R:3:forces:R:3
C 1.67887 0.56396 -0.04300 -7.9 -5.1 0.8
C 0.00085 0.84517 -0.07832 9.2 0.4 0.8
C 1.79940 -0.88123 0.20155 0.3 5.9 -1.3
C 2.57030 1.43428 -0.18915 4.1 6.9 -2.1
N -0.44657 -0.39447 0.04335 -2.0 -6.7 -1.3
N 0.53613 -1.39293 -0.11729 -3.3 1.5 0.7
N -3.15319 -0.47669 -0.04884 0.1 -2.4 3.4
O -0.52455 1.87884 0.13313 -2.6 1.7 -0.3
O 2.78102 -1.52890 0.48889 1.1 -2.3 0.5
H 2.47965 2.47002 -0.64003 -0.8 -1.1 1.1
H 3.57231 1.20695 -0.32837 1.9 -1.1 0.3
H -1.47481 -0.66233 -0.21598 1.3 -0.1 0.6
H 0.36309 -2.33734 0.19290 -0.9 -0.4 0.1
H -2.82848 0.43402 -0.08161 0.1 2.8 -0.5
H -3.25622 -0.61477 1.01294 0.4 0.0 -1.9
H -4.09780 -0.54457 -0.33018 -1.0 0.1 -1.0
```
Forces are in eV/Å.

For the HOMO-LUMO gap (spin up / spin down), the calculation gives 5.3 / 5.9 eV. The LUMO energy (spin up / spin down) comes out at 0.0084 / -0.1213 Ha. The calculated total energy is -471.1525 hartree. As for the spin multiplicity: 3. The energy above the lowest of the compared OMol25 structures with the same formula, charge and spin comes out at 0.00 kcal per mole.